Computed, not measured: a molecular structure, C13H31CuNO7 in a non-equilibrium geometry, with the ωB97M-V functional and the def2-TZVPD basis.

HOMO energy   -2.37 eV
Total charge   -1
LUMO level   2.55 eV
Energy above the lowest of the compared OMol25 structures with the same formula, charge and spin   0.0 kJ/mol
Kohn-Sham gap   4.9 eV

Geometry (Å):
C  0.66628  -2.49557  -0.35804
H  -1.63790  -2.79978  2.53014
H  1.01043  -1.01336  1.70824
O  0.93378  0.41937  -3.88517
O  1.76325  -1.01932  1.11256
H  2.88812  0.08001  -1.28486
C  0.15169  3.25355  -0.99616
H  -3.11000  -1.23603  3.83744
C  -0.62292  2.00346  -2.90748
C  1.40790  -1.15857  -0.18815
H  -0.81731  -0.17977  -2.97482
H  -2.53619  -2.44281  4.91778
H  -0.31812  2.73073  -3.65999
H  0.93209  4.14140  0.91759
H  1.34443  -3.33385  -0.51772
H  1.03170  1.74770  -1.80581
H  -1.78841  -0.80971  4.90105
C  -3.59416  -0.30139  -0.05949
O  -3.51238  0.76865  -0.62346
H  1.31764  -1.50757  -4.50832
H  -0.99319  0.75934  -4.44921
C  -2.19593  -1.61718  4.29275
O  -4.69288  -0.88487  -0.28358
H  0.28683  -0.45586  -5.61883
H  0.55346  4.01940  -1.65959
C  0.99030  2.44244  2.65546
C  0.87757  3.20530  0.36185
H  0.93616  -2.54598  2.89378
C  -0.39778  0.65066  -3.54269
H  0.04051  -3.82369  3.81906
H  0.71950  3.30044  3.27076
Cu  -1.35597  1.19970  0.13983
H  2.45975  -1.15735  -2.24093
H  1.95784  -0.23334  -5.53633
H  0.75856  1.54699  3.23214
H  1.91083  2.92759  0.15366
O  -2.58728  -0.92982  0.44372
H  0.63341  -0.42911  -0.42511
C  2.59126  -0.96317  -1.17646
H  0.24210  -2.59956  -1.35672
H  3.39871  -1.61589  -0.84465
H  2.06926  2.59084  2.61163
O  0.38555  2.27339  1.32679
C  0.20386  -2.75590  3.67338
H  -0.88620  3.55765  -0.86047
H  -1.51099  -0.93352  1.76390
H  -0.07821  -2.66095  0.42073
C  1.11202  -0.51502  -4.90915
H  0.55034  -2.29078  4.59627
C  -1.09722  -2.08197  3.14701
N  0.05719  1.96926  -1.65970
O  -0.76528  -0.99982  2.36484
H  -1.68412  2.20343  -2.75929

Computed, not measured: a molecular structure, C13H31F12Hf2O23S6 in a non-equilibrium geometry, with the ωB97M-V functional and the def2-TZVPD basis.

HOMO energy (alpha / beta)   -13.85 / -14.25 eV
Total charge   +2
Multiplicity   2
LUMO level (alpha / beta)   -11.01 / -11.01 eV
Kohn-Sham gap (alpha / beta)   2.8 / 3.2 eV

Geometry (Å):
H  -19.71383  8.75483  17.41896
H  -24.33524  5.67220  15.93171
O  -19.56931  7.30204  24.00456
C  -25.96711  10.12736  16.08729
H  -26.69626  10.71915  15.53392
F  -20.07558  9.46832  26.02579
F  -18.44632  10.30832  24.65236
H  -25.77310  4.97097  21.07738
O  -19.29806  11.04948  20.52360
C  -22.91046  6.89131  14.73124
F  -18.80720  14.24161  21.27001
H  -25.14144  7.26939  19.22842
H  -20.37938  6.24125  11.40608
O  -21.57212  8.52137  23.29375
H  -24.21110  11.04166  20.85904
H  -22.65764  10.09251  13.72935
O  -18.08421  5.17296  21.55585
H  -22.70893  5.37610  16.37530
O  -25.52617  7.81011  21.28752
H  -23.40298  6.88663  16.84749
O  -23.15133  5.41385  11.24396
F  -23.89790  9.00317  17.94253
F  -21.94743  10.03884  17.35427
F  -20.03755  3.08782  20.13702
C  -25.66124  6.99080  20.14510
Hf  -18.16285  9.06482  20.05577
H  -25.83033  10.50139  17.10193
C  -19.71291  9.94865  24.76558
C  -27.12173  6.99695  19.57009
S  -24.28138  11.55796  14.80042
F  -18.64579  3.98144  18.65832
S  -20.06647  8.57718  23.40828
H  -22.12219  6.18094  22.30031
Hf  -23.98019  8.57852  22.98442
H  -27.24117  6.67862  18.53447
O  -23.11632  6.03566  13.69522
O  -24.79339  10.05800  15.34278
F  -20.41201  14.05547  22.77557
O  -24.03376  12.50687  15.91981
H  -19.17362  10.14187  17.14292
H  -25.39973  4.89258  19.51935
O  -24.59487  10.64888  21.64305
F  -20.57802  10.97019  24.45859
H  -25.91125  8.14193  16.80659
O  -22.07766  7.18716  19.19589
H  -27.83987  6.36069  20.08734
O  -22.73538  8.72435  20.98423
C  -25.22070  5.57054  20.35387
O  -19.43919  8.85646  22.06738
H  -23.46960  5.62068  22.70342
C  -19.52887  13.34639  22.04273
H  -22.24806  11.73936  13.43757
O  -20.93654  12.60458  19.66203
C  -26.66899  8.77677  16.34735
C  -19.67486  4.14742  19.46655
F  -23.23958  10.79745  19.00709
H  -24.16301  5.50710  20.60955
S  -22.64429  6.42703  12.16520
C  -22.57792  11.06053  14.22401
O  -20.15189  7.06129  17.21891
H  -26.91502  8.31994  15.38877
S  -19.29539  5.58544  20.81453
H  -27.56594  8.77150  16.96667
F  -20.69791  4.61138  18.80532
H  -21.95118  11.08808  15.11538
S  -21.98532  8.52299  19.74386
O  -25.06333  11.96274  13.61604
S  -20.37202  11.97402  20.86258
H  -20.63703  6.67217  17.94655
H  -27.51346  8.01319  19.61352
O  -20.55609  8.92542  19.81285
H  -25.47061  11.03122  21.69893
O  -20.42113  5.60755  21.73372
C  -20.82469  6.22079  12.40076
F  -18.66890  12.65530  22.73348
C  -22.82680  9.66888  18.39028
C  -23.37008  6.16967  16.02713
H  -20.13694  6.37862  16.54811
O  -21.40681  11.35500  21.67829
O  -22.96497  6.43364  22.67726
H  -20.45111  7.02851  13.03015
H  -20.60310  5.27675  12.89853
O  -19.02739  6.84311  20.07064
O  -19.17459  9.44709  17.80134
H  -21.89417  7.24944  14.89552
O  -23.07186  7.81451  11.96467
H  -23.50714  7.76736  14.47707

Computed, not measured: 4 unconnected molecules or ions with the total composition C13H31FN3O10P, with the ωB97M-V functional and the def2-TZVPD basis.

SMILES   CCCCCO[P@@](=O)(OF)O[C@H](C)CCC.C[N+](=O)[O-].C[N+](=O)[O-].C[N+](=O)[O-]
HOMO energy   -10.66 eV
Total charge   0
LUMO level   0.00 eV
Kohn-Sham gap   10.7 eV

Geometry (Å):
O  0.93829  -2.14989  0.72789
N  2.67164  -7.29725  2.68774
C  -6.72803  1.36721  -1.22294
H  -1.19106  -1.92107  -0.19526
H  -2.50398  2.11471  -0.12889
C  5.09736  1.26617  0.17269
H  -6.89184  0.58833  -0.48400
H  5.11817  0.78663  -1.94336
C  4.08304  -0.80674  -1.04558
H  -7.39412  2.20463  -1.04427
H  4.11151  3.17401  0.34669
C  -1.17923  -1.03458  0.44175
O  -5.06156  2.33581  0.04662
H  2.50324  2.27317  2.25622
H  2.10820  1.84834  0.59008
H  -0.44366  -1.48731  3.05089
N  -5.34371  1.87820  -1.04037
H  4.82315  -1.40529  -0.51397
H  4.77980  2.56527  1.83962
H  -4.81140  4.74498  -4.16423
H  -6.82717  0.99872  -2.23522
O  2.98419  -1.83734  2.00769
O  -7.27344  3.14546  -3.54748
H  2.78471  -5.26289  3.12364
C  0.21379  -0.92414  1.06980
H  0.72103  -0.07645  0.60509
H  4.01124  -1.20434  -2.05837
O  3.50999  -8.02649  2.20384
H  6.00098  1.79581  -0.14141
O  2.76877  -0.99376  -0.44584
H  2.91568  0.68515  1.64122
C  -5.88694  4.87619  -4.23371
O  2.99103  -3.52011  0.04325
O  1.85040  -7.63206  3.51672
C  4.23343  2.26448  0.94151
P  2.47723  -2.22899  0.47882
C  0.15928  -0.71646  2.56854
H  5.43785  0.46476  0.83427
H  -1.92621  -1.19320  1.22415
H  -0.31920  0.24934  2.75046
H  1.14319  -0.68436  3.03025
N  -6.48000  3.52027  -4.38949
H  -6.14114  5.44120  -5.12516
C  -1.55602  0.18842  -0.39211
H  -6.29723  5.32699  -3.33871
C  2.63428  -5.87757  2.24114
H  -2.42917  -0.05865  -1.00074
H  3.40994  -5.71519  1.50383
H  -2.40525  1.18507  1.35386
O  -6.12587  2.87308  -5.34631
C  2.86090  1.74096  1.37340
H  -0.74640  0.40797  -1.09460
C  -1.86632  1.43696  0.43858
C  4.44808  0.66604  -1.08978
F  4.40011  -1.69954  1.93025
H  -0.96443  2.00094  0.69004
H  1.65061  -5.69688  1.81945
O  -4.58300  1.81958  -1.98544
H  3.53528  1.21565  -1.34278

Computed, not measured: a molecular structure, C13H32CrN4O6 in a non-equilibrium geometry, with the ωB97M-V functional and the def2-TZVPD basis.

HOMO energy (alpha / beta)   -10.71 / -10.95 eV
Total charge   +1
Multiplicity   4
LUMO level (alpha / beta)   -1.82 / -1.75 eV
Energy above the lowest of the compared OMol25 structures with the same formula, charge and spin   0.0 kJ/mol
Kohn-Sham gap (alpha / beta)   8.9 / 9.2 eV

Geometry (Å):
C  1.71214  1.82500  -1.04574
H  1.49899  -5.35554  -1.18362
O  0.00227  -0.21084  1.67829
C  0.79936  -2.88868  -0.84144
C  -2.46167  2.53834  0.20610
H  -3.50769  4.91443  0.31765
H  4.54276  2.45491  -2.05699
H  -4.92811  4.21212  1.02979
H  0.12183  0.42722  -3.70698
H  1.66303  2.92375  -1.02068
H  3.16703  3.40883  -2.51238
H  1.12641  0.77016  5.32106
C  -0.80356  -0.09307  -3.38892
C  0.49863  -5.18314  -1.57565
H  -1.04574  -3.45061  -3.29946
C  1.22636  -0.26235  4.98016
H  1.60754  -3.31566  -0.23559
H  2.15604  -0.63828  5.41453
H  -0.59005  -1.16968  -3.47065
H  -1.54620  0.15252  -4.15710
C  -3.84540  4.29879  1.15039
H  -2.47113  3.16407  -0.69259
H  0.44211  -0.89499  5.38923
C  -1.12893  -3.44624  -2.21528
O  -2.03960  -1.42368  0.25161
O  -1.18563  0.30067  -2.12661
H  -3.61895  4.84497  2.06564
H  -0.66139  -1.00915  3.40279
H  3.76698  -0.18853  -2.68128
C  3.55961  2.38966  -2.52615
H  2.82925  -0.57610  -1.28545
H  1.96417  -0.31075  -2.76912
H  -3.26823  1.14996  2.20447
C  2.82342  0.03494  -2.19268
H  2.41281  -0.13781  1.79760
H  0.46975  -5.54287  -2.60390
O  -1.80760  1.49818  0.28618
H  -4.53685  2.28646  2.63483
C  0.15447  -0.53438  2.83834
H  -1.85757  -4.17974  -1.86939
O  0.50629  -1.69967  -0.72115
N  2.70707  1.43429  -1.83599
H  -1.48764  -2.48790  -1.84802
C  -3.48212  2.20176  2.37247
H  -2.88202  2.57456  3.20500
N  -3.23657  2.98378  1.18301
Cr  -0.78948  -0.16542  -0.32775
H  -0.21648  -5.74528  -0.97531
H  -2.59924  -2.10520  0.61067
N  1.28711  -0.36886  3.53936
C  2.43617  0.16406  2.84056
H  3.62545  2.13341  -3.58182
H  2.48085  1.25350  2.89600
N  0.16896  -3.76418  -1.60830
O  0.90029  1.07459  -0.53159
H  3.34070  -0.26637  3.27183

Computed, not measured: 4 unconnected molecules or ions with the total composition C13H32FN2O4P2 in a non-equilibrium geometry, with the ωB97M-V functional and the def2-TZVPD basis.

HOMO energy   -11.45 eV
Total charge   +1
LUMO level   -3.25 eV
Kohn-Sham gap   8.2 eV

Geometry (Å):
H  -0.58547  6.17194  -2.11854
H  0.47527  7.15267  -3.14744
C  -0.26233  2.32935  -4.04126
H  2.77119  7.96320  -0.20794
H  -1.17266  2.86771  -3.70283
H  -3.95049  -6.42296  1.87060
H  -0.61538  7.93846  -1.96827
H  -0.36487  -0.27557  -1.61126
H  -1.99987  2.38506  -0.23278
C  -0.95390  -7.02371  0.19700
H  0.57880  -4.45812  1.50692
H  1.23524  3.86227  -0.48951
H  2.59097  8.28105  -1.94284
C  -0.06238  0.92619  -3.39435
H  0.64243  2.95000  -3.83786
C  0.36470  -4.68225  4.33987
P  1.63327  0.80140  0.61930
C  2.05114  8.15596  -1.00265
C  0.02423  7.07484  -2.15671
H  -3.73595  -6.43261  0.11053
H  -0.32217  2.19745  -5.14621
C  1.10068  6.99561  -1.10831
C  -1.91826  -6.51535  1.23606
C  -3.37370  -6.85114  1.05132
H  -0.75158  -3.39875  2.05585
P  0.17745  1.88806  -0.65486
H  0.83943  -4.59001  5.31685
H  -3.50906  -7.93394  1.05529
H  0.98826  0.55993  -3.50126
F  -0.82656  0.02597  -4.16696
H  2.75866  -0.85127  -0.16601
O  1.19778  6.03102  -0.37515
N  -1.13657  2.54881  0.29515
H  0.05708  -6.70915  0.45577
O  1.80013  -0.76775  -0.06136
H  0.61415  -5.65591  3.91755
H  1.89734  2.94274  -1.69210
O  1.67896  -2.76985  3.82747
H  1.50031  9.06707  -0.76373
C  0.32958  -3.53920  2.03600
H  -1.71957  0.84267  -1.88997
H  -0.71524  -4.59596  4.46321
H  1.24990  -0.40376  2.76185
H  -0.12109  0.72166  2.48049
H  1.47784  1.36963  3.04606
H  -1.21000  -6.61267  -0.78113
H  0.78472  -2.70044  1.51290
H  -0.98357  -8.11391  0.16363
C  0.86668  -3.58885  3.43862
C  0.98358  0.62995  2.36878
N  1.00579  3.25161  -1.29587
H  -1.25530  1.98936  1.14226
O  -1.53706  -5.86130  2.18474
C  -0.60281  0.77445  -1.93293

Computed, not measured: a molecular structure, C13H32O11V2 in a non-equilibrium geometry, with the ωB97M-V functional and the def2-TZVPD basis.

HOMO energy   -7.30 eV
Total charge   0
LUMO level   -3.77 eV
Energy above the lowest of the compared OMol25 structures with the same formula, charge and spin   963.9 kJ/mol
Kohn-Sham gap   3.5 eV

Geometry (Å):
H  1.44058  1.52668  -3.22555
H  4.18836  -1.69559  1.91562
O  -4.30818  0.04840  1.95998
C  -1.89470  -3.83586  -1.39470
H  -0.67036  -3.24310  -3.16769
H  1.13705  3.59299  -1.22004
C  -0.86224  -4.65319  -0.59518
C  7.19941  -1.53972  0.83533
O  1.87431  4.03889  6.08923
O  -1.81028  -3.08257  3.86293
H  7.66182  -2.27543  0.17729
H  -0.17714  2.08040  -2.42705
H  -1.46054  -5.03274  0.23312
H  -5.88538  -0.20532  -0.24876
H  -0.00706  -4.03374  -0.32490
C  -1.65420  -3.59196  -2.85390
O  -1.87820  -2.56490  -0.86324
C  -6.30043  0.27529  0.63715
H  7.83152  -1.54436  1.72331
H  -6.73065  -0.47855  1.29650
H  5.35832  -1.64786  -1.16981
H  5.73647  -3.05284  0.79192
H  -1.10202  -2.56674  -0.29830
H  2.03543  3.72182  -3.51612
H  4.90169  -0.31454  -0.07892
H  -0.34220  4.19126  -4.85152
C  0.07007  4.62827  -3.94204
C  -4.57155  2.20535  0.85143
H  -4.15335  1.98940  -0.13171
H  -2.33740  -2.86049  -3.28551
C  -5.22303  0.97339  1.50309
C  0.70454  0.92120  2.54299
H  0.59688  5.51760  -4.28794
O  5.12077  -1.69189  2.14408
H  -0.52959  -5.45059  -1.25971
C  5.76914  -1.97287  0.93580
O  0.93299  4.25556  -1.88408
H  -3.88879  -0.20010  1.13296
H  -1.69433  -4.49445  -3.46381
V  -1.54772  -1.64883  4.34463
H  -5.30675  2.97952  0.63180
H  -0.75532  5.03402  -3.35707
C  0.60590  2.22558  -3.17128
O  0.45559  -0.16310  2.03100
H  -5.74637  1.34233  2.38519
O  2.72639  5.20851  3.93903
O  0.37416  1.15996  3.67941
H  -3.85317  2.59616  1.57205
V  2.00671  3.95092  4.51838
H  0.19324  2.06864  -4.16786
H  -7.16375  0.89203  0.38732
C  4.96027  -1.39765  -0.18642
H  -2.91212  -4.22571  -1.36356
H  3.95735  -1.81703  -0.26626
C  1.02855  3.69599  -3.09944
H  7.21455  -0.54083  0.39936
O  1.20775  1.87518  1.98281
O  -2.52271  -1.17297  5.59854